1.
C4H6O2 | ωB97M-V/def2-TZVPD

```
12
Properties=species:S:1:pos:R:3
O -1.27 1.26 -1.00
C -0.38 1.63 -0.11
C -0.26 0.57 1.00
C 0.32 -0.73 0.48
O -0.32 -1.22 -0.70
C 1.00 -0.67 -0.82
H -1.61 0.34 -0.88
H 1.05 0.32 -1.27
H 0.39 0.96 1.79
H -1.26 0.40 1.43
H 0.57 -1.50 1.20
H 1.77 -1.37 -1.12
```

## Properties
Largest force on an atom (Eh/bohr): 0.0086
Electronic energy (hartree): -306.3488
Multiplicity: 1

2.
C7H6NO7Ru | ωB97M-V/def2-TZVPD

```
22
Properties=species:S:1:pos:R:3
O 3.63 1.81 3.17
C 2.86 1.97 2.34
Ru -0.02 1.03 -1.66
O -0.55 2.95 0.30
C 0.25 2.02 -0.16
C -1.82 1.60 -2.00
O -2.90 1.98 -2.18
C -0.78 -0.20 -3.73
O -0.97 -0.88 -4.62
C 0.76 2.27 -2.86
O 1.12 3.20 -3.43
H 1.20 1.74 0.44
N -0.02 -2.44 2.37
C -0.72 -2.29 1.09
C -0.18 -1.04 0.54
O 0.59 -0.33 1.25
O -0.61 -0.73 -0.59
H 0.65 -1.61 2.40
H 0.45 -3.33 2.48
H -0.69 -2.36 3.17
H -0.47 -3.11 0.44
H -1.78 -2.25 1.23
```

## Properties
Charge: +2
Largest force on an atom (Eh/bohr): 0.1961
Electronic energy (hartree): -945.7570
Expectation value of S²: 8.775
Multiplicity: 6

3.
C44H38FN9O3PRuSe2 | ωB97M-V/def2-TZVPD

```
99
Properties=species:S:1:pos:R:3
Ru 0.03 0.24 -0.10
C -7.96 -1.14 0.97
C -7.04 -1.26 -0.24
N -5.61 -1.15 0.10
C -4.39 0.60 1.47
C -2.85 0.46 1.31
C -2.02 1.76 1.52
O -2.48 2.65 2.18
O -0.84 1.76 0.99
C -2.33 -1.48 -0.26
O -1.24 -1.81 -0.71
C -3.42 -2.44 -0.04
C -2.90 -3.75 -0.02
C -3.65 -4.87 0.19
F -3.05 -6.08 0.13
C -5.01 -4.75 0.47
C -5.54 -3.47 0.48
C -4.83 -2.28 0.17
N -5.86 -5.84 0.79
C -5.29 -7.16 1.05
C -6.40 -8.06 1.62
N -7.49 -7.18 2.16
C -8.19 -6.48 1.04
C -7.12 -5.97 0.07
H -9.00 -1.19 0.66
H -7.81 -0.18 1.48
H -7.78 -1.93 1.71
H -7.26 -0.47 -0.95
H -7.21 -2.20 -0.77
H -4.65 1.60 1.81
H -1.84 -3.88 -0.19
H -6.56 -3.37 0.81
H -4.48 -7.06 1.77
H -4.88 -7.63 0.15
H -6.03 -8.69 2.43
H -6.85 -8.70 0.86
H -7.04 -6.46 2.74
H -8.14 -7.70 2.75
H -8.78 -5.68 1.47
H -8.86 -7.19 0.56
H -7.43 -5.01 -0.35
H -7.00 -6.66 -0.78
C 0.18 -5.35 1.69
C -0.58 -4.67 2.63
C -0.41 -3.30 2.80
C 0.51 -2.60 2.02
C 1.29 -3.30 1.10
C 1.13 -4.66 0.94
P 0.55 -0.78 2.04
C 0.42 -0.30 3.79
C -0.18 0.90 4.16
C -0.16 1.29 5.49
C 0.45 0.50 6.45
C 1.06 -0.70 6.07
C 1.04 -1.10 4.75
C 2.18 -0.17 1.56
C 3.44 -0.27 2.13
C 4.47 0.47 1.56
C 4.23 1.28 0.46
C 2.97 1.37 -0.11
C 1.93 0.63 0.45
H 0.06 -6.41 1.56
H -1.29 -5.20 3.24
H -0.98 -2.78 3.56
H 2.04 -2.76 0.54
H 1.76 -5.20 0.24
H -0.63 1.55 3.43
H -0.63 2.22 5.78
H 0.47 0.81 7.48
H 1.55 -1.31 6.81
H 1.50 -2.04 4.47
H 3.61 -0.88 3.01
H 5.46 0.42 1.99
H 5.04 1.86 0.04
H 2.81 2.02 -0.96
Se 1.93 -2.65 -2.60
N 1.81 -1.80 -4.13
C 1.35 -0.59 -3.88
C 1.08 0.45 -4.83
C 0.60 1.62 -4.34
C 0.35 1.79 -2.94
N 0.60 0.87 -2.05
C 1.11 -0.32 -2.50
N 1.38 -1.26 -1.62
H 1.25 0.29 -5.88
H 0.38 2.44 -5.00
H -0.06 2.72 -2.56
Se -3.77 1.55 -3.25
N -5.06 1.23 -2.05
C -4.48 0.72 -1.01
C -5.21 0.25 0.22
C -4.24 -0.38 2.61
C -2.92 -0.50 2.48
N -2.38 -0.07 0.03
C -3.05 0.57 -1.08
N -2.47 0.93 -2.17
H -6.13 0.82 0.26
H -4.96 -0.77 3.32
H -2.16 -1.03 3.03
```

## Properties
Charge: +2
Largest force on an atom (Eh/bohr): 0.0502
Electronic energy (hartree): -7756.3967
Expectation value of S²: 0.761
Multiplicity: 2

4.
C42H41BrO2OsP2 | ωB97M-V/def2-TZVPD

```
89
Properties=species:S:1:pos:R:3
Os 0.31 -1.53 -0.11
C 2.06 -2.73 0.62
C 2.25 -1.37 0.90
C 3.20 -0.52 0.09
C 2.67 -0.09 -1.30
C 1.31 -0.59 -1.71
C 1.13 -1.99 -1.98
C 2.35 -2.88 -1.93
C 2.66 -3.47 -0.55
C -1.50 -0.84 0.05
H 1.80 -3.38 1.45
H 2.07 -1.04 1.93
H 4.13 -1.09 -0.06
H 3.46 0.39 0.67
H 2.63 1.02 -1.33
H 3.42 -0.38 -2.06
H 0.70 0.13 -2.27
H 0.37 -2.27 -2.71
H 3.23 -2.33 -2.27
H 2.19 -3.72 -2.62
H 2.28 -4.50 -0.52
H 3.76 -3.54 -0.46
H -1.83 -0.88 1.11
H -2.04 -1.63 -0.51
H -1.71 0.15 -0.40
P -0.09 1.94 1.60
P -1.00 2.10 -1.08
C 1.20 2.31 0.41
C 0.72 2.57 -0.86
C -0.10 3.53 2.64
C 0.82 4.58 2.48
C 0.59 5.83 3.06
C -0.55 6.05 3.83
C -1.40 4.97 4.11
C -1.18 3.73 3.52
C 0.62 0.81 2.85
C -0.26 -0.14 3.40
C 0.18 -0.94 4.46
C 1.44 -0.70 5.00
C 2.28 0.30 4.49
C 1.89 1.05 3.39
C -1.79 3.72 -1.58
C -2.06 4.69 -0.59
C -2.64 5.91 -0.94
C -3.01 6.18 -2.27
C -2.77 5.22 -3.24
C -2.15 4.01 -2.90
C -1.16 1.34 -2.73
C -2.30 0.53 -2.92
C -2.50 -0.11 -4.14
C -1.55 0.03 -5.15
C -0.49 0.93 -5.01
C -0.30 1.62 -3.81
H 2.23 2.44 0.75
H 1.20 3.13 -1.65
H 1.72 4.45 1.87
H 1.30 6.65 2.90
H -0.79 7.06 4.20
H -2.25 5.13 4.77
H -1.87 2.91 3.71
H -1.28 -0.22 3.01
H -0.49 -1.71 4.87
H 1.74 -1.33 5.84
H 3.24 0.55 4.96
H 2.51 1.84 2.98
H -1.79 4.47 0.45
H -2.80 6.67 -0.18
H -3.48 7.13 -2.54
H -3.03 5.39 -4.29
H -1.97 3.31 -3.70
H -3.02 0.40 -2.11
H -3.39 -0.72 -4.28
H -1.64 -0.55 -6.07
H 0.21 1.11 -5.83
H 0.50 2.36 -3.71
Br 0.38 -5.60 -2.50
C -0.34 -6.49 -1.00
C -0.47 -7.88 -1.07
C -1.00 -8.60 0.01
C -1.34 -7.94 1.20
C -1.17 -6.57 1.29
C -0.71 -5.83 0.20
C -0.47 -4.36 0.47
O -0.23 -4.07 1.66
O -0.51 -3.51 -0.51
H -0.14 -8.39 -1.97
H -1.11 -9.68 -0.09
H -1.71 -8.50 2.06
H -1.37 -6.03 2.22
```

## Properties
Charge: +2
Largest force on an atom (Eh/bohr): 0.0659
Electronic energy (hartree): -5122.1127
Expectation value of S²: 6.040
Multiplicity: 5

Q: Which value of largest force on an atom does entry 2 give?
A: 0.1961 Eh/bohr

Q: Which of these has the highest electronic energy?
A: C4H6O2

Q: Among the records above, which one has the lowest largest force on an atom?
A: C4H6O2

Q: Which formula does entry 3 have?
A: C44H38FN9O3PRuSe2